A molecular structure, C4H4O6Pt at a distorted geometry, computed with the ωB97M-V functional and the def2-TZVPD basis.

E_LUMO (alpha / beta) ... -0.37 / -1.33 eV
Frontier orbital gap (alpha / beta) ... 0.242 / 0.302 hartree
HOMO (alpha / beta) ... -6.95 / -9.55 eV
Spin multiplicity ... 3

Structure (XYZ):
```
15
Properties=species:S:1:pos:R:3:forces:R:3
O 1.48010 -0.44584 -1.09459 1.84 -3.26 -2.73
C 2.64804 -0.40370 -0.47364 5.33 -6.39 -0.74
O 2.69892 0.52512 0.45634 4.11 -1.01 0.53
O 3.53674 -1.24433 -0.65415 -1.53 1.96 0.00
Pt 1.00987 0.96986 -0.04476 5.63 3.84 0.06
O -2.66538 1.20412 -0.03660 -2.01 0.10 -0.97
C -1.54016 0.96075 0.56766 -1.60 -1.48 0.28
C -3.41632 -0.08600 -0.19017 -0.10 1.18 0.57
O -0.48604 1.52720 0.28213 -13.01 5.98 2.34
O -1.51498 -0.21634 1.15127 0.32 -1.25 0.73
C -2.72581 -0.95189 0.87330 0.07 0.03 -0.23
H -4.46848 0.09302 0.05270 0.31 0.21 0.05
H -3.38306 -0.35214 -1.24994 0.52 -0.29 0.32
H -2.46149 -1.95439 0.52584 0.09 0.26 0.04
H -3.29355 -1.03330 1.80520 0.02 0.12 -0.24
```
Positions in Å, forces in eV/Å.